Entry 1:
{
  "formula": "CH7N2Si",
  "method": "ωB97M-V/def2-TZVPD",
  "e_tot_ha": -441.03547,
  "lumo_energy_ha": -0.1348,
  "total_charge": 1,
  "smiles": "N/C=[NH+]/[SiH3]",
  "orbital_gap_ev": 11.94,
  "e_homo_ev": -15.61,
  "species": ["N", "C", "N", "Si", "H", "H", "H", "H", "H", "H", "H"],
  "positions_angstrom": [[2.0570, 0.0344, 0.0830], [0.8040, 0.2470, -0.1534], [-0.1138, -0.5869, 0.0977], [-1.8435, 0.1100, 0.0412], [2.8748, 0.5777, -0.2162], [2.3527, -0.8427, 0.5118], [0.4390, 1.2027, -0.5882], [0.2310, -1.6158, 0.4570], [-2.6870, -0.8255, 0.5480], [-2.1232, 1.5360, 0.5854], [-1.9911, 0.1630, -1.3665]],
  "lowdin_charge": [0.186, -0.332, -0.079, 0.748, 0.158, 0.143, 0.154, 0.219, -0.104, -0.023, -0.072]
}


Entry 2:
{
  "formula": "CH7N3",
  "method": "ωB97M-V/def2-TZVPD",
  "e_tot_ha": -206.54458,
  "lumo_energy_ha": 0.0352,
  "total_charge": 0,
  "smiles": "[H]/N=C/N.N",
  "orbital_gap_ev": 10.05,
  "e_homo_ev": -9.09,
  "species": ["H", "N", "C", "N", "H", "H", "H", "N", "H", "H", "H"],
  "positions_angstrom": [[0.3848, 1.9873, -1.0150], [0.1167, 1.0224, -0.8352], [1.2311, 0.3997, -0.6946], [1.3029, -0.7468, 0.0396], [2.1766, 0.8952, -0.9159], [2.1385, -1.2876, 0.1823], [0.6429, -0.8333, 0.7910], [-2.3202, -0.5177, 1.0438], [-2.0115, -1.2946, 1.6088], [-1.6791, -0.1116, 0.3871], [-2.8812, 0.1961, 1.4561]],
  "lowdin_charge": [0.033, 0.050, -0.378, 0.069, 0.110, 0.085, 0.075, 0.019, -0.002, -0.050, -0.009]
}


Entry 3:
{
  "formula": "CH7N3",
  "method": "ωB97M-V/def2-TZVPD",
  "e_tot_ha": -206.53171,
  "lumo_energy_ha": 0.0360,
  "total_charge": 0,
  "smiles": "[H]/N=C/N.N",
  "orbital_gap_ev": 10.36,
  "e_homo_ev": -9.38,
  "species": ["H", "N", "C", "N", "H", "H", "H", "N", "H", "H", "H"],
  "positions_angstrom": [[-0.3832, -1.7349, 0.7870], [-0.2551, -0.8144, 0.2061], [-1.4611, -0.4102, -0.1589], [-1.6489, 0.9243, -0.4913], [-2.2903, -1.1065, -0.3192], [-2.4102, 1.2412, -1.1059], [-0.7217, 1.2892, -0.7911], [2.7755, 0.3021, 0.3367], [2.0171, 0.3529, 0.9613], [3.5985, 0.1658, 1.0434], [2.8558, -0.6303, 0.0168]],
  "lowdin_charge": [0.071, 0.009, -0.370, 0.040, 0.104, 0.091, 0.105, -0.011, -0.055, 0.051, -0.034]
}


Entry 4:
{
  "formula": "CH7N3O",
  "method": "ωB97M-V/def2-TZVPD",
  "e_tot_ha": -281.65895,
  "lumo_energy_ha": 0.0446,
  "total_charge": 0,
  "smiles": "CNONN",
  "orbital_gap_ev": 10.08,
  "e_homo_ev": -8.87,
  "species": ["C", "N", "O", "N", "N", "H", "H", "H", "H", "H", "H", "H"],
  "positions_angstrom": [[1.5497, -0.6266, 0.0326], [1.1504, 0.7635, 0.0008], [-0.1454, 1.0194, -0.5167], [-1.1011, 0.4981, 0.4721], [-2.0706, -0.2856, -0.2212], [2.6239, -0.6666, 0.2027], [1.0347, -1.2025, 0.8114], [1.3407, -1.0722, -0.9398], [1.3119, 1.2447, 0.8843], [-1.5791, 1.3337, 0.8125], [-1.6513, -1.1706, -0.4903], [-2.4637, 0.1647, -1.0483]],
  "lowdin_charge": [-0.131, -0.146, -0.176, -0.106, -0.007, 0.076, 0.065, 0.077, 0.106, 0.106, 0.066, 0.071]
}


Entry 5:
{
  "formula": "CH7N4",
  "method": "ωB97M-V/def2-TZVPD",
  "e_tot_ha": -260.86926,
  "lumo_energy_ha": [-0.2000, -0.1999],
  "total_charge": 1,
  "orbital_gap_ev": [9.80, 9.80],
  "e_homo_ev": [-15.24, -15.24],
  "species": ["C", "N", "N", "N", "N", "H", "H", "H", "H", "H", "H", "H"],
  "positions_angstrom": [[-1.8250, 0.1942, 0.0005], [-0.5866, 0.7954, -0.1357], [1.6672, 1.0048, -0.1832], [0.7886, -1.3830, 0.3763], [0.5203, 0.4045, -0.1056], [-2.2091, 0.0616, 0.9758], [-1.6439, -0.8027, -0.4411], [-2.6177, 0.7964, -0.5077], [1.9199, 2.0012, 0.1890], [2.5529, 0.4232, -0.0968], [1.5344, -1.7142, -0.4052], [-0.1010, -1.7817, 0.3338]],
  "lowdin_charge": [-0.032, 0.066, 0.126, 0.171, -0.145, 0.099, 0.101, 0.127, 0.206, 0.161, 0.135, -0.015]
}


Entry 6:
{
  "formula": "CH7N4",
  "method": "ωB97M-V/def2-TZVPD",
  "e_tot_ha": -260.89522,
  "lumo_energy_ha": -0.1595,
  "total_charge": 1,
  "orbital_gap_ev": 8.02,
  "e_homo_ev": -12.36,
  "species": ["C", "N", "N", "N", "N", "H", "H", "H", "H", "H", "H", "H"],
  "positions_angstrom": [[-0.3081, 0.3444, -1.1313], [0.3731, 0.2000, -2.2172], [-0.9078, -0.8867, 1.1673], [0.3944, -0.6211, 0.8516], [0.8797, 0.3937, 1.4798], [-1.0636, 1.0711, -1.0740], [0.1466, 0.8498, -3.0201], [-1.3957, -1.7682, 0.7821], [-1.1692, -0.3777, 2.0340], [0.3119, 1.0871, 2.0110], [1.8722, 0.3351, 1.4309], [0.8666, -0.6275, -2.3141]],
  "lowdin_charge": [0.012, 0.089, 0.022, -0.077, 0.083, 0.042, 0.155, 0.176, 0.124, 0.163, 0.130, 0.082]
}


Entry 7:
{
  "formula": "CH7N5O",
  "method": "ωB97M-V/def2-TZVPD",
  "e_tot_ha": -391.12257,
  "lumo_energy_ha": [-0.0159, 0.0174],
  "total_charge": 0,
  "orbital_gap_ev": [7.17, 8.36],
  "e_homo_ev": [-7.61, -7.89],
  "species": ["N", "C", "N", "N", "N", "O", "N", "H", "H", "H", "H", "H", "H", "H"],
  "positions_angstrom": [[0.3005, -0.6145, 1.1483], [-0.1343, -0.0706, 0.0209], [-0.6384, -1.3038, 1.8538], [0.4119, 1.0810, -1.9087], [-1.2685, -0.5113, -0.6360], [2.2776, 0.6323, 0.6053], [0.6816, 0.8038, -0.6034], [2.0490, 1.5693, 0.7046], [-1.3082, -0.7221, 2.3582], [-0.1845, -1.9602, 2.4771], [0.3758, 0.2687, -2.5231], [1.0201, 1.8148, -2.2448], [-1.7785, 0.2078, -1.1302], [-1.8042, -1.1951, -0.1220]],
  "lowdin_charge": [-0.010, -0.485, -0.019, 0.049, 0.120, -0.130, -0.055, -0.003, 0.095, 0.081, 0.102, 0.096, 0.085, 0.073]
}


Entry 8:
{
  "formula": "CH7N5S",
  "method": "ωB97M-V/def2-TZVPD",
  "e_tot_ha": -714.19253,
  "lumo_energy_ha": 0.0329,
  "total_charge": 0,
  "smiles": "NNC(=NS)NN",
  "orbital_gap_ev": 9.17,
  "e_homo_ev": -8.28,
  "species": ["N", "N", "C", "N", "S", "N", "N", "H", "H", "H", "H", "H", "H", "H"],
  "positions_angstrom": [[-0.8447, 1.7645, -0.2306], [0.2299, 1.0287, 0.3001], [0.4576, -0.2841, -0.0946], [1.5864, -0.8978, -0.1409], [2.9963, 0.0399, 0.1596], [-0.6782, -0.9979, -0.4721], [-1.7362, -1.1350, 0.4633], [-1.1202, 1.3669, -1.1367], [-1.6254, 1.6769, 0.3861], [1.0928, 1.5796, 0.3444], [3.8324, -0.7663, -0.5278], [-0.3847, -1.8987, -0.7784], [-2.4178, -0.4045, 0.3069], [-1.3882, -1.0723, 1.4208]],
  "lowdin_charge": [0.015, -0.061, -0.576, -0.330, 0.691, -0.063, 0.015, 0.089, 0.053, 0.070, -0.149, 0.104, 0.056, 0.086]
}


Entry 9:
{
  "formula": "CH7N5S",
  "method": "ωB97M-V/def2-TZVPD",
  "e_tot_ha": -714.05833,
  "lumo_energy_ha": 0.0101,
  "total_charge": 0,
  "orbital_gap_ev": 8.67,
  "e_homo_ev": -8.40,
  "species": ["C", "H", "H", "H", "H", "H", "H", "H", "N", "N", "N", "N", "N", "S"],
  "positions_angstrom": [[0.0956, -0.5020, 0.3146], [-2.2710, -0.0870, -1.0653], [-2.5014, 0.0985, 0.5518], [-0.8768, -2.1151, -0.3909], [-0.9695, 1.2091, 0.5712], [1.6239, 1.7001, -0.1971], [0.7762, 1.3458, -1.3466], [3.1469, -0.4861, 1.4574], [-2.3804, -0.5996, -0.2888], [-1.2030, -1.2161, 0.1642], [0.1383, 0.8245, 0.6152], [0.7014, 1.7793, -0.2478], [1.0781, -1.2258, 0.0249], [2.6416, -0.7257, -0.1627]],
  "lowdin_charge": [-0.552, 0.010, 0.120, 0.163, 0.175, -0.068, 0.162, 0.011, -0.001, -0.095, -0.077, -0.020, -0.433, 0.603]
}


Entry 10:
{
  "formula": "CH7N6",
  "method": "ωB97M-V/def2-TZVPD",
  "e_tot_ha": -370.51566,
  "lumo_energy_ha": -0.1185,
  "total_charge": 1,
  "orbital_gap_ev": 9.57,
  "e_homo_ev": -12.80,
  "species": ["C", "N", "N", "N", "N", "N", "N", "H", "H", "H", "H", "H", "H", "H"],
  "positions_angstrom": [[-0.2380, -1.2163, 0.6942], [0.3144, -2.7880, -1.7607], [0.2024, -2.9387, -2.8693], [-0.0670, -0.1012, 0.4304], [0.0056, -3.2200, -3.9795], [-0.2091, -2.4547, 1.0054], [0.0957, 2.4815, 1.0637], [0.0973, 1.3325, 0.9206], [-0.1572, -2.4442, -4.6285], [0.3810, -2.7998, 1.7274], [-0.8628, -3.1179, 0.7488], [0.4613, 2.7583, 1.9778], [-0.8467, 2.8072, 0.7768], [0.5857, 2.8890, 0.2812]],
  "lowdin_charge": [-0.316, 0.185, -0.326, 0.150, 0.121, 0.163, 0.216, 0.058, 0.111, 0.132, 0.094, 0.140, 0.148, 0.122]
}